No. 1
This record from the OMol25 dataset describes a structure of composition C22H21BeN3O7S2 at a distorted geometry. The level of theory is ωB97M-V with the def2-TZVPD basis set.

Calculated values
HOMO level ... -8.47 eV
Largest force on an atom ... 3.32 eV/Å
Orbital gap ... 8.31 eV
ΔE to the lowest compared entry with this formula, charge and spin ... 13.71 kcal/mol

Geometry as XYZ:
```
56
Properties=species:S:1:pos:R:3:forces:R:3:lowdin_charge:R:1
Be -2.05973 1.85711 0.01656 1.1 -0.5 -0.3 0.167
O -5.34751 2.57516 -1.50239 1.0 -0.1 -0.2 0.185
C -4.26284 2.02710 -0.97614 0.0 1.5 -0.5 -0.353
O -3.12803 2.48705 -1.19823 -1.4 -0.9 1.1 0.170
C -4.51572 0.88887 -0.01296 0.0 0.7 0.4 -0.013
O -3.28516 0.77245 0.66140 0.2 -0.6 -1.0 -0.129
C -3.22568 0.92847 2.06640 0.0 -0.7 1.3 -0.045
C -2.50136 2.23859 2.35609 -0.6 1.4 0.6 -0.521
O -2.73775 2.89379 3.35840 0.5 -0.9 -0.7 0.089
O -1.70022 2.56251 1.37295 -0.9 0.1 0.0 0.000
H -5.03694 3.32472 -2.05885 -0.3 -0.4 0.2 0.170
H -4.71511 -0.01396 -0.59868 -0.2 0.0 0.2 0.154
H -5.31447 1.13740 0.73158 0.4 -0.2 -1.0 0.171
H -2.59174 0.11076 2.40571 0.2 0.0 0.2 0.139
H -4.20388 0.78844 2.55233 0.3 0.5 -0.3 0.147
O -0.48476 2.17051 -2.72324 0.5 -0.9 1.1 0.053
C -0.03992 1.51330 -1.78681 -0.3 0.1 -0.1 -0.485
N 1.24800 1.04110 -1.63910 0.8 1.0 -3.0 0.138
C 1.60000 0.60875 -0.34410 -0.5 -1.0 0.0 -0.304
C 0.16485 0.46500 0.21844 -0.9 -0.5 0.9 -0.361
O -0.08702 -0.08396 1.29096 -0.1 0.7 -1.2 0.078
N -0.75109 1.09119 -0.63440 1.2 -0.2 0.2 0.140
C 2.42769 -0.67503 -0.37863 -0.3 -0.4 0.3 -0.151
C 2.92635 -1.25555 -1.54784 0.1 0.4 -0.1 -0.034
C 3.93795 -2.20005 -1.41986 0.8 -0.8 -0.5 -0.097
C 4.38477 -2.63729 -0.17190 0.7 -0.5 -0.4 -0.107
C 3.73603 -2.22022 0.98242 0.2 -0.1 -0.4 -0.075
C 2.76832 -1.23566 0.85815 0.2 -0.1 -0.4 -0.035
C 2.30532 1.70167 0.41693 0.3 1.1 0.7 -0.125
C 3.69088 1.75595 0.53626 0.1 -0.6 -0.2 -0.022
C 4.34637 2.79839 1.18118 -0.3 0.0 -0.4 -0.078
C 3.60825 3.87206 1.63469 -0.1 -0.1 0.7 -0.090
C 2.21842 3.81795 1.57850 0.9 -0.3 -0.6 -0.061
C 1.56884 2.76228 0.96335 -0.2 0.0 0.1 0.007
H 1.97768 1.26894 -2.34553 -1.1 0.0 0.9 0.182
H 2.60710 -0.94714 -2.55612 0.1 0.0 0.7 0.117
H 4.43847 -2.63375 -2.31352 -0.5 0.5 0.6 0.111
H 5.27339 -3.31176 -0.12106 -1.0 0.5 0.0 0.112
H 4.04631 -2.66165 1.92527 -0.3 0.3 0.1 0.105
H 2.26185 -0.84608 1.70504 -0.2 0.3 0.8 0.109
H 4.27117 0.93777 0.12039 0.1 0.1 0.1 0.116
H 5.41567 2.77220 1.31710 0.2 0.0 -0.1 0.100
H 4.09888 4.70391 2.13768 -0.1 -0.1 -0.1 0.104
H 1.70059 4.63358 2.00223 -0.9 0.6 0.3 0.094
H 0.47873 2.78300 0.94498 0.4 -0.1 0.0 0.100
S -2.90160 -1.93697 -3.18848 -0.3 -0.7 0.4 0.530
C -2.37268 -3.13597 -2.16317 0.3 0.5 -0.4 -1.197
N -3.04407 -3.87767 -1.26193 -0.6 0.6 -0.3 -0.078
C -2.26700 -4.60520 -0.29000 0.0 -1.6 0.9 -0.243
C -0.76944 -4.41604 -0.55900 1.0 0.6 0.0 -0.425
S -0.66702 -3.56260 -2.15643 -0.2 0.3 -0.1 0.888
H -4.07081 -3.94801 -1.29469 1.0 0.3 0.1 0.153
H -2.50373 -5.68260 -0.37002 0.0 0.4 0.1 0.119
H -2.49558 -4.31378 0.75455 0.0 0.1 -0.6 0.123
H -0.17074 -5.33735 -0.64397 -0.6 0.2 0.2 0.077
H -0.25031 -3.75166 0.16754 -0.6 -0.5 -0.3 0.080
```
Positions in Å, forces in eV/Å.

***

No. 2
This record from the OMol25 dataset describes a structure of composition C12H32BaO11 at a distorted geometry. The level of theory is ωB97M-V with the def2-TZVPD basis set.

Calculated values
HOMO level ... -8.86 eV
Largest force on an atom ... 1.86 eV/Å
Orbital gap ... 9.10 eV
ΔE to the lowest compared entry with this formula, charge and spin ... 0.00 kcal/mol

Geometry as XYZ:
```
56
Properties=species:S:1:pos:R:3:forces:R:3:lowdin_charge:R:1
Ba 0.04710 0.63375 0.82917 0.3 -0.1 0.0 2.068
O 2.64553 0.40007 4.79341 -0.4 -0.1 -1.4 0.065
C 1.74721 0.26760 3.74659 -1.3 0.9 -0.5 -0.840
O 2.23522 0.53759 2.60465 0.5 -0.1 -0.4 -0.213
O 0.54232 0.06367 3.93708 -0.1 -0.5 0.5 -0.063
H 3.32466 0.74676 4.18700 0.8 -0.1 0.9 0.094
O -2.45302 3.18715 -2.65649 0.0 0.0 0.4 0.091
C -1.77184 2.08968 -2.22925 0.4 -1.6 -0.3 -0.784
O -0.95239 2.18105 -1.29519 0.0 0.8 0.6 -0.146
O -2.01541 1.01059 -2.84369 -0.4 0.3 0.1 -0.044
H -3.11791 2.80120 -3.24136 0.1 0.2 -0.2 0.107
C -1.24879 -2.56654 -2.93762 -0.8 -1.0 -0.2 -0.074
C -1.66173 -2.12478 -1.54803 1.2 0.6 -0.3 -0.288
O -1.01274 -0.87626 -1.25088 -0.4 -0.4 0.3 -0.274
H -1.65291 -1.94837 -3.73837 0.0 0.2 0.1 0.080
H -1.64823 -3.58250 -3.06158 -0.1 0.1 -0.3 0.078
H -0.17493 -2.67500 -3.08034 0.1 0.3 0.3 0.057
H -1.31255 -2.88916 -0.85230 -0.1 0.2 0.3 0.102
H -2.73880 -1.99040 -1.43672 -0.1 -0.2 -0.1 0.110
H -1.44637 -0.22454 -1.86767 0.3 0.4 -0.1 0.022
C 2.39932 -0.73117 -3.04747 -0.5 0.5 -0.4 -0.066
C 1.90748 0.61142 -2.51955 0.6 -0.5 -0.4 -0.276
O 2.14556 0.68720 -1.10151 -0.1 0.3 -0.2 -0.201
H 1.79027 -1.54453 -2.66146 0.1 -0.1 0.0 0.039
H 3.45548 -0.86749 -2.81331 0.0 -0.1 0.1 0.079
H 2.30660 -0.69931 -4.13655 0.0 -0.2 0.0 0.083
H 0.85369 0.80043 -2.71384 -0.1 -0.2 0.2 0.099
H 2.47942 1.36715 -3.06775 -0.1 0.3 0.4 0.118
H 3.07554 0.91330 -1.00878 0.0 0.0 0.4 0.094
C -4.50625 -1.69218 1.34032 0.3 0.4 -0.5 -0.072
C -3.89474 -0.30137 1.31946 -0.2 0.1 -0.6 -0.294
O -2.49967 -0.32783 1.63110 0.0 0.2 0.7 -0.218
H -3.92466 -2.37523 0.71984 0.1 0.0 0.1 0.064
H -5.48761 -1.62572 0.86847 -0.2 -0.2 0.4 0.081
H -4.53674 -2.08871 2.35390 -0.3 0.0 0.0 0.077
H -4.46025 0.38500 1.95766 0.3 -0.1 0.3 0.117
H -3.95962 0.16947 0.33642 0.1 -0.3 -0.2 0.117
H -2.42881 -0.49643 2.57991 0.2 0.0 0.0 0.092
C 1.29778 5.13626 2.47502 0.1 0.2 -0.5 -0.077
C 1.77185 3.87187 1.76835 0.9 0.2 1.6 -0.320
O 0.82396 3.32115 0.87783 0.0 0.0 0.1 -0.212
H 1.28231 5.99716 1.80083 -0.3 0.0 -0.1 0.074
H 1.97402 5.42870 3.27880 0.1 -0.3 0.0 0.078
H 0.31316 4.95434 2.90439 -0.1 0.2 0.0 0.080
H 1.97503 3.16546 2.57801 -0.4 -0.5 -0.3 0.101
H 2.77369 3.99098 1.34086 -0.3 0.3 -0.6 0.119
H 0.46217 4.02074 0.32245 -0.1 -0.2 -0.2 0.095
C 1.72450 -3.54748 -0.25549 0.8 0.6 0.5 -0.064
C 2.03423 -2.54397 0.86560 -0.1 -1.3 -0.1 -0.287
O 0.81103 -2.07404 1.43226 0.1 0.6 -0.3 -0.195
H 1.03106 -4.29510 0.12710 -0.1 0.0 -0.3 0.078
H 2.65666 -4.04559 -0.53199 -0.1 -0.1 -0.1 0.080
H 1.35235 -3.00085 -1.11850 -0.3 -0.3 -0.1 0.044
H 2.65020 -1.73085 0.48881 -0.3 0.3 0.2 0.105
H 2.59960 -3.06362 1.64458 0.1 0.2 0.0 0.119
H 0.41701 -2.81070 1.90584 -0.1 0.1 0.1 0.098
```
Positions in Å, forces in eV/Å.

***

No. 3
This record from the OMol25 dataset describes an isolated molecule of C5H6O2. The level of theory is ωB97M-V with the def2-TZVPD basis set.

Calculated values
HOMO level ... -9.65 eV
Largest force on an atom ... 0.49 eV/Å
Orbital gap ... 10.53 eV
ΔE to the lowest compared entry with this formula, charge and spin ... 32.64 kcal/mol

Geometry as XYZ:
```
13
Properties=species:S:1:pos:R:3:forces:R:3:lowdin_charge:R:1
O 0.10222 -2.32805 0.71604 0.0 0.4 -0.3 0.104
C -0.00194 -1.24599 0.19252 0.0 -0.3 0.1 -0.345
C -1.20429 -0.78181 -0.63470 -0.1 -0.2 0.1 -0.096
O -0.95020 0.54512 -1.05700 -0.1 0.1 0.0 -0.071
C 0.28278 0.98061 -0.54247 0.2 0.2 0.0 -0.267
C 0.44756 1.09987 0.93426 -0.1 0.1 0.1 -0.020
C 0.98129 -0.11897 0.19402 0.1 -0.2 0.0 -0.121
H -2.13176 -0.83485 -0.05334 0.1 0.0 0.0 0.138
H -1.30719 -1.44323 -1.50531 0.0 0.1 0.1 0.140
H 0.79123 1.67260 -1.20520 0.0 -0.1 0.1 0.154
H -0.40270 0.96055 1.59752 0.1 0.0 -0.2 0.123
H 1.19224 1.80176 1.29796 -0.1 -0.1 -0.1 0.111
H 2.04271 -0.33443 0.14536 -0.2 0.0 0.1 0.149
```
Positions in Å, forces in eV/Å.

***

No. 4
This record from the OMol25 dataset describes a cluster of 2 separate species, C8H14OSi in total at a distorted geometry. The level of theory is ωB97M-V with the def2-TZVPD basis set.

Calculated values
HOMO level ... -8.11 eV
Largest force on an atom ... 4.35 eV/Å
Orbital gap ... 8.95 eV
ΔE to the lowest compared entry with this formula, charge and spin ... 62.97 kcal/mol

Geometry as XYZ:
```
24
Properties=species:S:1:pos:R:3:forces:R:3:lowdin_charge:R:1
C -0.32635 -3.11713 -0.40806 1.8 -2.3 0.7 -0.036
C -1.69301 2.79955 0.74443 2.3 -1.9 0.8 -0.057
C -0.28650 -0.37560 -2.72411 0.6 -0.9 -0.8 -0.085
C -1.01005 -2.19435 -1.00409 2.5 3.4 -1.0 -0.221
C -0.62806 2.17447 0.21556 1.3 0.0 -2.4 -0.239
C -0.40968 -0.87164 -1.49368 0.3 0.9 2.6 -0.207
C 2.82444 0.96644 0.29795 1.5 -1.8 -1.6 -0.167
C -0.59229 -0.47286 1.96232 -0.6 1.2 2.0 -0.188
O 1.74350 0.50361 1.01918 -0.4 0.1 0.4 -0.286
Si 0.20321 0.48713 0.56901 -3.2 -1.4 -1.1 0.624
H -0.68852 -4.04821 -0.03473 -1.2 -0.3 0.3 0.047
H 0.74199 -3.18467 -0.25914 0.4 0.8 -0.5 0.064
H -1.98261 3.75197 0.40409 -0.8 0.9 -0.3 0.035
H -2.00455 2.36147 1.69261 -0.7 0.5 -0.2 0.049
H 0.07852 0.66646 -2.92256 -0.4 -1.2 0.1 0.045
H -0.38318 -1.10568 -3.61414 -0.2 1.5 1.2 0.078
H -2.02409 -2.14255 -0.89089 -2.8 -0.3 -0.3 0.067
H -0.13553 2.57384 -0.78004 -1.1 -0.3 1.9 0.081
H 2.86291 0.30996 -0.71222 0.7 1.3 2.3 0.131
H 3.68700 0.87659 1.02672 -0.5 0.0 -1.5 0.105
H 2.72432 1.98570 -0.02865 -0.1 0.7 0.0 0.060
H -0.44014 -1.55139 1.99105 0.7 0.2 0.3 0.018
H -0.60879 0.04421 3.02364 1.2 -1.1 -1.8 0.083
H -1.65254 -0.43731 1.92575 -1.5 0.1 -1.1 -0.002
```
Positions in Å, forces in eV/Å.